# 1
# C26H55N3O4

A cluster of 4 separate species, C26H55N3O4 in total (the ωB97M-V functional and the def2-TZVPD basis, the OMol25 dataset).

Its orbital gap (alpha / beta) is 7.1 / 6.1 eV. The expectation value of S² is 0.7584.

```
! wB97M-V def2-TZVPD RIJCOSX def2/J DEFGRID3
* xyz 3 2
C -0.22769 2.24816 3.20285
C -1.61212 2.79756 2.73229
C -1.22924 4.12623 2.04420
C -2.34210 4.72415 1.19851
C -2.97051 3.71151 0.24430
C -3.48079 2.44040 0.83013
N -2.34936 1.86447 1.75911
O -2.20535 0.48989 1.79564
C -3.71595 1.47849 -0.33946
C -4.70389 2.81980 1.64015
C -2.55135 3.20646 3.91815
H 0.13512 3.05273 3.84249
H 0.46864 2.05214 2.38750
H -0.37531 1.29184 3.70463
H -0.31772 4.26028 1.46173
H -1.11370 4.85815 2.84360
H -1.91549 5.54906 0.62789
H -2.86052 5.38944 1.88898
H -2.21330 3.51334 -0.51430
H -3.67302 4.26528 -0.37854
H -4.16789 0.50781 -0.13540
H -2.80139 1.23624 -0.88076
H -4.38995 1.83196 -1.11977
H -5.53520 2.79507 0.93559
H -4.64833 3.84217 2.01403
H -4.95118 2.16716 2.47741
H -2.99964 2.36668 4.44913
H -3.31650 3.94588 3.68173
H -2.11497 3.73791 4.76387
C -4.77204 -1.83903 -1.72170
C -3.55639 -2.69409 -1.40218
C -2.54323 -1.91429 -0.37100
N -1.27871 -2.72388 0.07262
C -0.46722 -1.84102 1.10426
C -0.32049 -2.93445 -1.18233
C 0.33301 -4.36224 -1.00048
C -0.46849 -5.05557 0.17842
C -1.54866 -4.15046 0.69581
H -5.35615 -2.16376 -2.58278
H -4.59560 -0.79726 -1.98945
H -5.33788 -1.75679 -0.79372
H -2.90989 -2.71051 -2.27961
H -3.88706 -3.69676 -1.13123
H -2.98500 -1.71018 0.60434
H -2.15143 -0.95278 -0.70278
H -1.00087 -1.85430 2.05459
H -0.37255 -0.84672 0.66777
H 0.47144 -2.39484 1.08676
H 0.21016 -2.00887 -1.40552
H -0.97965 -3.16418 -2.01949
H 1.39767 -4.38466 -0.76786
H 0.17254 -4.91293 -1.92735
H 0.24277 -5.37257 0.94112
H -0.86948 -5.99655 -0.19821
H -1.39784 -4.06319 1.77180
H -2.54298 -4.46780 0.38159
C 6.06388 -1.34785 1.86700
C 5.39195 -1.61167 0.51074
C 4.73903 -0.24464 -0.02014
N 4.03556 -0.41932 -1.41648
C 2.72328 -1.24677 -1.27392
C 4.94827 -0.99099 -2.51727
C 4.30231 -0.62129 -3.79500
C 3.60755 0.64136 -3.59036
C 3.73874 0.87368 -2.13822
H 6.55313 -2.24867 2.23750
H 5.23619 -1.14687 2.54717
H 6.69359 -0.46188 1.78565
H 4.80852 -2.53170 0.54597
H 6.26436 -1.70009 -0.13670
H 5.38496 0.63311 -0.04106
H 3.95296 0.05826 0.67154
H 2.29181 -1.48416 -2.24632
H 1.91870 -0.78739 -0.69970
H 2.98928 -2.24465 -0.92523
H 5.20034 -2.03628 -2.33855
H 5.85189 -0.39470 -2.39073
H 3.61814 -1.35939 -4.21359
H 5.05940 -0.58684 -4.57841
H 2.52746 0.56043 -3.71273
H 3.94834 1.51855 -4.14035
H 2.88813 1.40015 -1.70534
H 4.65712 1.42407 -1.93387
O 0.09183 2.85328 -1.90243
C 0.17038 1.75286 -1.07220
O 0.75323 1.95856 0.01499
O -0.19997 0.65572 -1.38168
H 0.48235 3.33455 -1.16930
*
```

***

# 2
# C26H57AlBr23NP

A structure of composition C26H57AlBr23NP (the ωB97M-V functional and the def2-TZVPD basis, the OMol25 dataset).

Its orbital gap is 4.6 eV.

```
! wB97M-V def2-TZVPD RIJCOSX def2/J DEFGRID3
* xyz -1 1
C 2.32906 0.35478 5.49968
C 2.03329 1.27731 4.30242
N 0.66796 1.16774 3.75766
Al -0.71926 1.17942 5.06110
Br -0.92855 -0.88179 6.30602
P -2.72875 1.41308 3.82603
C -3.37972 -0.35002 3.62681
C -4.02193 2.30561 4.86417
H 2.28051 -0.68887 5.18182
H 3.37976 0.54117 5.78268
H 1.73282 0.56874 6.38805
H 2.32504 2.31027 4.55925
H 2.72722 0.96033 3.49640
H 0.53093 2.03048 3.24148
H -0.61177 2.46931 5.99595
H -2.58910 -1.09383 3.74705
H -4.12593 -0.53763 4.41291
H -3.83681 -0.43035 2.63869
H -3.71228 3.34876 4.94422
H -4.98131 2.22602 4.34001
H -4.09447 1.84249 5.85745
Br -2.50855 2.26709 -0.19289
C -3.87963 0.98716 -0.70889
C -5.26582 1.50842 -0.42930
Br -5.74785 1.39739 1.45825
H -3.66047 0.05826 -0.19010
H -3.73935 0.84311 -1.77995
H -6.00937 0.89732 -0.93895
H -5.38947 2.54583 -0.72515
Br -2.08699 1.12098 -4.51910
C -2.13060 3.06312 -4.38654
C -0.78773 3.66833 -4.69890
Br 0.43581 3.44896 -3.20256
H -2.48328 3.30228 -3.38627
H -2.87208 3.37967 -5.11580
H -0.88139 4.74364 -4.84193
H -0.31050 3.22920 -5.57010
Br 0.19817 -2.11208 -5.46251
C -1.23659 -3.36833 -5.85955
C -2.57974 -2.80860 -5.47746
Br -2.86172 -2.88326 -3.55106
H -0.99925 -4.29385 -5.34376
H -1.18512 -3.53183 -6.93586
H -3.37687 -3.40814 -5.90922
H -2.70931 -1.77148 -5.77687
Br 5.38410 1.40237 3.06460
C 6.34607 3.03862 3.50508
C 6.45457 3.23827 4.99478
Br 4.78236 3.86696 5.76658
H 5.83206 3.85276 3.00350
H 7.33561 2.91388 3.06708
H 7.18253 4.01678 5.22140
H 6.72181 2.32748 5.52401
Br 2.74001 -1.52804 -9.82752
C 1.20093 -2.44842 -9.06738
C 0.81417 -3.64763 -9.89176
Br -0.12490 -3.12722 -11.51825
H 0.40464 -1.71488 -8.98287
H 1.51348 -2.75373 -8.07132
H 0.11192 -4.27556 -9.34599
H 1.66768 -4.24433 -10.19773
Br -6.83040 -2.83407 -5.62676
C -7.18154 -3.61556 -7.37586
C -6.13824 -4.63967 -7.73134
Br -4.47064 -3.78434 -8.26001
H -7.23073 -2.79368 -8.08359
H -8.16167 -4.08224 -7.29444
H -6.45122 -5.22622 -8.59270
H -5.90243 -5.30831 -6.90871
Br 10.44801 0.48026 3.13823
C 11.21113 1.56379 4.56428
C 10.24969 2.62914 5.01866
Br 10.16716 4.10283 3.74631
H 12.14561 1.96932 4.18783
H 11.41932 0.86759 5.37489
H 10.58503 3.07813 5.95040
H 9.23580 2.26026 5.14173
Br 14.66434 3.59316 8.99462
C 13.53362 4.10689 7.49448
C 12.46155 5.07713 7.91589
Br 11.02199 4.18186 8.87599
H 13.13257 3.18930 7.07426
H 14.20571 4.56967 6.77442
H 11.98845 5.52492 7.04335
H 12.83296 5.86268 8.56623
Br -9.35463 -6.59852 -5.44600
C -8.95518 -6.59640 -3.53892
C -7.48642 -6.37873 -3.28630
Br -6.45376 -7.98946 -3.65240
H -9.32168 -7.53710 -3.14030
H -9.53868 -5.77688 -3.12419
H -7.30843 -6.15515 -2.23645
H -7.06441 -5.58733 -3.89893
Br -2.21450 -3.81078 8.64522
C -2.53979 -2.25615 9.76698
C -1.40704 -2.02212 10.72917
Br -1.46064 -3.27582 12.22337
H -3.49289 -2.41563 10.26214
H -2.62569 -1.42049 9.07308
H -1.48775 -1.03595 11.18154
H -0.43187 -2.12644 10.26478
Br -3.08244 0.28332 -8.61735
C -4.49334 1.43021 -7.92172
C -4.44096 2.80265 -8.54148
Br -3.00689 3.87879 -7.78011
H -4.38520 1.44381 -6.84008
H -5.42335 0.92932 -8.18437
H -5.35419 3.35434 -8.32698
H -4.28045 2.77732 -9.61479
*
```

***

# 3
# C26H57BGaN2O9S3

A structure of composition C26H57BGaN2O9S3 (the ωB97M-V functional and the def2-TZVPD basis, the OMol25 dataset).

Its orbital gap is 6.6 eV.

```
! wB97M-V def2-TZVPD RIJCOSX def2/J DEFGRID3
* xyz -1 1
C 5.12223 2.30138 2.55071
C 4.28535 3.40422 1.79242
C 5.15461 4.32376 0.87137
C 5.24864 3.87624 -0.62930
C 5.20688 2.33375 -0.87799
C 3.73594 1.75643 -1.05725
C 3.50727 0.41568 -0.26492
C 2.18448 0.54700 0.56368
C 1.53060 -0.81927 0.97550
C -0.02943 -0.75663 0.99484
C -0.63070 0.49228 1.73348
C -1.85772 1.04472 0.90961
Ga -1.63690 2.99214 0.26960
C -0.59258 4.17964 1.60881
C -0.52984 5.62724 0.94364
O -3.44519 3.73424 0.23939
N -3.66616 4.40047 1.38202
O -4.02003 3.67511 2.27921
B -0.92804 3.16523 -1.69316
N 0.45875 2.81219 -2.14462
O -1.79583 3.67803 -2.73624
H 5.60711 2.73956 3.45142
H 4.44270 1.47402 2.84371
H 5.93674 1.87994 1.93008
H 3.89054 4.06080 2.60472
H 3.39089 2.98077 1.29987
H 4.65339 5.32171 0.86870
H 6.14731 4.46438 1.34230
H 6.24506 4.22678 -0.99797
H 4.51121 4.38757 -1.28807
H 5.69791 2.16702 -1.86904
H 5.80174 1.74032 -0.15622
H 3.54762 1.60214 -2.14035
H 3.03071 2.55962 -0.74578
H 4.32758 0.20763 0.45622
H 3.43429 -0.41695 -0.99417
H 2.37168 1.10818 1.50694
H 1.44932 1.09366 -0.07403
H 1.88278 -1.06310 2.00422
H 1.84779 -1.59966 0.24509
H -0.44020 -1.67078 1.48174
H -0.36929 -0.76481 -0.06582
H -1.01472 0.13086 2.71230
H 0.10520 1.28754 1.96589
H -2.73509 1.04625 1.60431
H -2.15981 0.36893 0.07243
H -1.21464 4.26932 2.52714
H 0.42034 3.79503 1.84560
H -1.32404 5.72003 0.16313
H 0.43038 5.79086 0.40555
H -0.73606 6.39955 1.71202
H 1.11258 3.48932 -1.74664
H 0.50343 2.97283 -3.15811
H -1.29021 4.34798 -3.20784
C -1.73562 -0.53582 -5.84186
C -1.30561 0.40506 -4.71210
C -0.79415 -0.46448 -3.56037
S -0.16955 -1.96768 -4.30663
O -0.99448 -3.07758 -3.88280
O 1.26992 -2.00170 -4.19188
C -0.60712 -1.54985 -5.98787
H -1.91212 0.00298 -6.77341
H -2.66297 -1.04526 -5.56535
H -0.50179 1.05614 -5.06631
H -2.12447 1.04589 -4.38529
H 0.00910 0.02577 -3.01107
H -1.59822 -0.73635 -2.87674
H -0.90056 -2.44882 -6.52744
H 0.26891 -1.09973 -6.45625
C -1.38998 -2.33626 7.38510
C -2.03482 -1.03320 6.90068
C -0.93010 -0.18246 6.26633
S 0.29607 -1.33377 5.64912
O 1.51830 -1.15202 6.39748
O 0.27253 -1.32470 4.20772
C -0.51178 -2.81547 6.23511
H -2.13779 -3.08259 7.65536
H -0.77527 -2.13870 8.26778
H -2.79866 -1.26121 6.15298
H -2.52422 -0.49770 7.71477
H -1.30501 0.41815 5.43898
H -0.44639 0.45984 7.00136
H 0.23475 -3.54743 6.53729
H -1.11514 -3.20985 5.41665
C -3.63390 -7.24624 -4.00203
C -2.70770 -6.11338 -3.54828
C -3.59284 -4.94188 -3.11508
S -5.13665 -5.66108 -2.55800
O -6.19078 -5.24821 -3.45545
O -5.25026 -5.50982 -1.12651
C -4.71081 -7.35601 -2.92965
H -3.09471 -8.18626 -4.12519
H -4.08856 -6.98900 -4.96279
H -2.10562 -6.45244 -2.70147
H -2.01981 -5.81231 -4.33786
H -3.14384 -4.37706 -2.30118
H -3.81277 -4.27734 -3.94922
H -5.59662 -7.89522 -3.26043
H -4.31546 -7.80612 -2.01833
*
```